Here is C17H29BF16GaNO6PS as an isolated structure at a distorted geometry from the Open Molecules 2025 dataset. Energies are from ωB97M-V with the def2-TZVPD basis set.

Geometry as XYZ:
```
73
Properties=species:S:1:pos:R:3:lowdin_charge:R:1
C 1.95669 -2.10388 5.36237 -0.082
C 2.00722 -0.68041 6.00753 -0.276
O 2.18691 0.38153 5.07088 -0.050
B 1.02511 0.65795 4.28365 -0.589
O -0.28862 0.32302 4.79390 0.003
Ga 1.05498 1.49153 2.35227 0.278
O 2.78891 1.69802 1.62766 -0.331
C 3.61614 0.57351 1.80054 -0.343
C 3.33178 -0.63954 0.85231 -0.219
N 2.16989 -1.45936 1.25490 -0.081
C 2.07375 -2.66251 0.40048 -0.201
C 0.93685 -2.53426 -0.67265 -0.392
C 0.85365 -3.91278 -1.45681 -0.053
O -0.34828 -2.28774 -0.12182 -0.062
P 0.05002 3.65289 2.29734 0.140
S 1.49036 4.98060 1.99001 -0.106
H 1.62869 -2.82093 6.16234 0.075
H 1.21845 -2.20674 4.53811 0.073
H 2.96208 -2.47235 5.03994 0.078
H 1.14615 -0.52618 6.70692 0.108
H 2.91359 -0.66911 6.66896 0.119
H -0.35963 0.68622 5.68696 0.074
H 0.11705 0.56669 1.41746 -0.049
H 3.64338 0.17295 2.84678 0.097
H 4.66309 0.91306 1.56519 0.111
H 4.23601 -1.32223 0.93806 0.107
H 3.28828 -0.36513 -0.23077 0.124
H 2.22474 -1.70879 2.23631 0.085
H 1.89319 -3.53361 1.08445 0.127
H 3.03430 -2.75857 -0.16209 0.112
H 1.23751 -1.72919 -1.38594 0.134
H 1.57027 -4.64836 -1.02481 0.068
H 1.10593 -3.76428 -2.54007 0.035
H -0.16564 -4.35806 -1.41916 0.077
H -0.32388 -2.36876 0.83567 0.079
H -0.64693 3.96732 3.50499 -0.098
H -0.91441 3.75770 1.23994 -0.081
C 1.42472 -4.79914 -6.88231 -0.030
C 1.69408 -4.12410 -5.51334 -0.437
C 1.12922 -2.71430 -5.28211 -0.301
F 1.60323 -1.80070 -6.14090 0.104
F 1.46907 -2.27379 -4.04356 0.085
F 3.02131 -4.15798 -5.26866 0.132
F 1.11602 -4.92866 -4.57975 0.099
O 2.44355 -4.76039 -7.90221 0.030
C 2.56677 -3.65878 -8.76057 -0.527
C 3.88651 -2.90026 -8.56251 -0.291
F 4.05063 -2.48358 -7.29838 0.109
F 3.91354 -1.80266 -9.35221 0.098
F 1.48318 -2.87613 -8.66610 0.151
F 2.55346 -4.15769 -10.01314 0.142
H 1.34463 -5.86418 -6.65840 0.145
H 0.45035 -4.52428 -7.28738 0.142
H 0.03733 -2.71382 -5.34506 0.176
H 4.73513 -3.53786 -8.81926 0.174
C -6.34880 3.96827 2.76852 -0.039
C -7.12104 5.30516 2.63039 -0.436
C -6.93241 6.11762 1.34211 -0.312
F -5.67323 6.51145 1.12823 0.109
F -7.67691 7.25322 1.40719 0.084
F -6.87188 6.06449 3.71844 0.128
F -8.44773 4.98410 2.68807 0.094
O -5.12013 3.93535 3.51531 0.031
C -3.89851 4.28019 2.91022 -0.530
C -3.27839 5.55160 3.51131 -0.294
F -4.11626 6.60508 3.44303 0.094
F -2.15934 5.89376 2.84180 0.072
F -4.04660 4.33728 1.57854 0.146
F -3.06958 3.25307 3.14469 0.132
H -7.00743 3.32444 3.35423 0.144
H -6.24037 3.45983 1.80968 0.142
H -7.26918 5.54869 0.47094 0.171
H -3.02254 5.39449 4.56131 0.174
```

Results
- maximum force (eV/A) = 2.091
- net charge = -1
- LUMO (eV) = 1.90
- gap between HOMO and LUMO (Ha) = 0.20599
- total energy (Ha) = -5458.46893



Here is the molecule C15H13ClN2O3 at a distorted geometry from the Open Molecules 2025 dataset. Energies are from ωB97M-V with the def2-TZVPD basis set.

Geometry as XYZ:
```
34
Properties=species:S:1:pos:R:3:lowdin_charge:R:1
N 0.54090 0.19190 0.73942 0.192
C -0.62202 0.72085 1.19512 -0.357
N -1.62590 1.13638 0.51926 0.128
O -1.63446 0.97626 -0.88716 0.007
C -1.58765 -0.24686 -1.40452 -0.503
O -1.39283 -1.26416 -0.79329 0.134
C -1.78567 -0.17023 -2.92065 -0.087
O -1.00355 -1.12821 -3.58347 -0.020
C 0.34653 -1.11396 -3.37015 -0.259
C 1.04756 -2.22645 -3.83442 0.001
C 2.41395 -2.30892 -3.66549 -0.079
C 3.10461 -1.28837 -3.02949 -0.099
C 2.41406 -0.17964 -2.57883 -0.086
C 1.04089 -0.08232 -2.74721 -0.040
C -0.73317 0.94301 2.65171 -0.156
C -1.98335 0.89753 3.26338 -0.011
C -2.10721 1.09307 4.62477 -0.090
C -0.97269 1.34220 5.38353 -0.674
Cl -1.11825 1.58373 7.08605 0.680
C 0.27799 1.40452 4.78878 -0.099
C 0.39405 1.20320 3.42602 -0.029
H 1.11874 -0.30340 1.39703 0.109
H 0.60091 -0.13962 -0.21151 0.072
H -1.58894 0.85080 -3.27063 0.138
H -2.82339 -0.43199 -3.14657 0.148
H 0.49265 -3.01281 -4.32019 0.120
H 2.94436 -3.17709 -4.02679 0.105
H 4.17269 -1.35655 -2.89092 0.099
H 2.94150 0.62732 -2.09084 0.107
H 0.53523 0.81035 -2.40983 0.111
H -2.85105 0.70591 2.65401 0.115
H -3.07473 1.05288 5.09962 0.107
H 1.15059 1.61178 5.38803 0.106
H 1.36766 1.27890 2.96523 0.113
```

Results
- relative energy (zero: lowest compared OMol25 entry of this formula, charge and spin) (kJ/mol) = 287.1
- maximum force (eV/A) = 1.320
- LUMO (eV) = 0.54
- gap between HOMO and LUMO (Ha) = 0.34600
- total energy (Ha) = -1374.78956



Here is C2H2NO4Tl as an isolated structure at a distorted geometry from the Open Molecules 2025 dataset. Energies are from ωB97M-V with the def2-TZVPD basis set.

Geometry as XYZ:
```
10
Properties=species:S:1:pos:R:3:lowdin_charge:R:1
O -0.09863 -0.91714 2.46218 0.362
C -0.35632 -0.72492 1.23917 -0.387
O -1.69128 -0.95671 0.84402 -0.119
N 0.74647 -0.34374 0.36478 0.238
C 0.38840 0.78298 -0.53176 -0.449
O 0.14357 1.94362 -0.15454 0.244
O 0.35132 0.50582 -1.94780 0.048
H 1.49862 -0.00505 1.01309 0.212
H 1.30591 0.31792 -2.18687 0.185
Tl -2.28804 -0.60278 -1.10226 1.666
```

Results
- maximum force (eV/A) = 5.547
- net charge = +2
- LUMO (eV) = -16.14
- gap between HOMO and LUMO (Ha) = 0.16702
- total energy (Ha) = -604.65179



Here is an isolated ion of composition C3H11N2 and charge +1 at a distorted geometry from the Open Molecules 2025 dataset. Energies are from ωB97M-V with the def2-TZVPD basis set.

Geometry as XYZ:
```
16
Properties=species:S:1:pos:R:3:lowdin_charge:R:1
N -1.51823 -0.18505 -0.90110 -0.039
C -0.14035 -0.09607 -1.32227 -0.318
C 0.51459 0.91032 -0.45991 -0.207
C -0.03586 0.66500 0.99516 -0.022
N 0.77328 -0.80695 1.46624 0.173
H -2.18031 0.21162 -1.69469 0.158
H -1.80278 -1.09712 -0.65944 0.061
H -0.32396 0.07646 -2.36039 0.106
H 0.54753 -1.06209 -1.32196 0.154
H 1.61290 0.86979 -0.42452 0.116
H 0.23359 2.01800 -0.58782 0.159
H -1.14567 0.56745 1.09850 0.116
H 0.35480 1.46175 1.67500 0.124
H 1.41896 -0.82222 0.66837 0.106
H 1.32500 -0.93445 2.31981 0.146
H 0.36650 -1.77644 1.50902 0.168
```

Results
- relative energy (zero: lowest compared OMol25 entry of this formula, charge and spin) (kJ/mol) = 242.7
- maximum force (eV/A) = 3.493
- net charge = +1
- LUMO (eV) = -3.72
- gap between HOMO and LUMO (Ha) = 0.36093
- total energy (Ha) = -230.08995